(1)
ORCA calculation (the ωB97M-V functional and the def2-TZVPD basis) on a 3-piece molecular cluster, C15H26IN2O6S overall in a non-equilibrium geometry.

## Properties
molar mass	489.352	g/mol
max |F|	6.41	eV/A
HOMO energy	-4.0	eV
E	-1843.95457	Ha

Structure (ORCA input):
```
! wB97M-V def2-TZVPD RIJCOSX def2/J DEFGRID3
* xyz -1 1
I -1.7929 -0.8117 3.8577
S 1.4271 0.3352 3.3581
O -1.9289 1.8977 5.3833
O 4.7053 1.3952 -0.9403
O -0.2011 3.1223 4.3551
O -1.7244 -2.3296 0.2781
O 2.5904 0.7193 -1.4016
O -2.6206 -3.9823 -0.9907
N -3.2554 -0.8782 -2.4334
N 0.1422 0.9059 2.3455
C -1.8862 -3.5000 0.0511
C -3.0020 0.5673 -2.0463
C -2.6946 -5.4082 -0.8988
C 3.4133 1.5945 -1.3254
C 0.5437 2.0738 1.4971
C -1.0309 2.1335 4.3356
C 5.3743 2.6571 -0.8535
C -1.1350 1.1311 3.0821
C -1.0588 0.9276 -0.2856
C 0.3906 1.5990 -0.0614
C -1.4110 0.8107 -1.8585
C -1.3584 -4.6348 0.8845
C 4.5769 3.5920 -1.7326
C -1.5110 -5.8144 -0.0520
C 3.1691 3.0550 -1.5887
H 6.4047 2.5509 -1.1985
H 2.5887 3.1980 -2.5002
H -2.5554 -1.4207 -1.9105
H -1.8631 1.6333 0.1633
H 2.6529 3.4903 -0.7297
H -4.2183 -1.0905 -2.1331
H -1.1623 -0.1179 0.1563
H 1.7790 -0.9093 2.7927
H -0.6185 -5.9023 -0.6800
H -1.6558 -6.7667 0.4617
H -0.3162 -4.4699 1.1573
H 1.1735 0.7461 -0.1828
H 5.3824 2.9763 0.1931
H 4.9034 3.4917 -2.7730
H 1.6559 2.3633 1.6280
H -3.4203 1.2630 -2.8633
H -3.5077 0.7551 -1.0246
H 0.5737 2.4482 -0.8035
H -1.9793 -4.7399 1.7772
H -0.8949 -0.1083 -2.3442
H 4.6776 4.6411 -1.4483
H -2.6503 -5.8433 -1.8990
H -3.6489 -5.6788 -0.4367
H -1.9057 1.5593 2.3396
H -1.0306 1.7523 -2.4124
H -0.0862 3.0208 1.7111
*
```

(2)
ORCA calculation (the ωB97M-V functional and the def2-TZVPD basis) on C6H18LiNO9 as an isolated structure in a non-equilibrium geometry.

## Properties
molar mass	255.149	g/mol
max |F|	1.31	eV/A
HOMO energy	-9.5	eV
E	-978.69483	Ha

Structure (ORCA input):
```
! wB97M-V def2-TZVPD RIJCOSX def2/J DEFGRID3
* xyz 0 1
O -9.8065 -24.3663 17.0868
O -10.5982 -21.1523 15.9959
O -9.4346 -25.1568 15.1185
O -7.8426 -25.6241 18.8081
O -14.9798 -24.2067 11.7633
O -12.3639 -23.4916 12.8039
O -12.2795 -20.7475 19.2511
O -5.7995 -25.3348 20.8387
O -11.2894 -24.1327 15.5483
N -10.2037 -24.5308 15.9472
C -11.5329 -20.6596 16.9317
C -6.7925 -26.3388 20.8297
C -8.0331 -25.8309 20.1985
C -11.2968 -21.1976 18.3231
C -14.1230 -23.2323 11.2059
C -12.7024 -23.6383 11.4294
Li -9.3631 -26.9068 14.3889
H -7.0691 -26.6052 21.8669
H -4.9367 -25.7508 20.9037
H -11.2145 -22.2899 18.3378
H -6.4570 -27.2805 20.3820
H -10.8806 -22.0387 15.7410
H -8.3280 -24.8895 20.6780
H -8.6111 -25.1365 18.4875
H -11.4259 -23.6767 12.9044
H -8.8494 -26.5470 20.3599
H -12.0192 -23.0333 10.8139
H -14.2750 -23.1401 10.1229
H -11.4548 -19.5689 16.9339
H -15.8504 -24.1774 11.3589
H -13.0862 -20.5339 18.7720
H -10.3229 -20.8521 18.6845
H -12.5034 -24.6620 11.0776
H -14.2771 -22.2485 11.6633
H -12.5664 -20.8685 16.6091
*
```

(3)
ORCA calculation (the ωB97M-V functional and the def2-TZVPD basis) on a 2-piece molecular cluster, C5H4F4 overall in a non-equilibrium geometry.

## Properties
molar mass	140.079	g/mol
max |F|	3.11	eV/A
HOMO energy	-9.4	eV
relative energy (zero: lowest compared OMol25 entry of this formula, charge and spin)	228.2	kJ/mol
E	-592.23512	Ha
SMILES	FC(F)=C(F)F.C=C=C

Structure (ORCA input):
```
! wB97M-V def2-TZVPD RIJCOSX def2/J DEFGRID3
* xyz 0 1
F 2.8816 -1.6704 1.1604
F 1.4483 -1.1860 2.6670
F -0.4812 -2.7546 1.1638
F 1.1556 -3.1406 -0.2416
C 1.6247 -1.8566 1.5527
C 0.4957 -0.1025 -1.4560
C 0.2763 0.0095 -0.1886
C -0.3474 0.1936 0.9239
C 0.7990 -2.5684 0.8719
H 0.8393 -0.9547 -2.0210
H 0.4296 0.7317 -2.0319
H -1.4431 -0.1214 0.9268
H 0.2395 0.4977 1.8522
*
```

(4)
ORCA calculation (the ωB97M-V functional and the def2-TZVPD basis) on C33H56BCl2N6P2STi as an isolated structure in a non-equilibrium geometry.

## Properties
molar mass	760.453	g/mol
max |F|	3.00	eV/A
HOMO energy (alpha / beta)	-12.1 / -12.2	eV
relative energy (zero: lowest compared OMol25 entry of this formula, charge and spin)	130.2	kJ/mol
E	-4494.77162	Ha

Structure (ORCA input):
```
! wB97M-V def2-TZVPD RIJCOSX def2/J DEFGRID3
* xyz 2 2
Ti 1.1294 0.3815 -0.2416
Cl 1.5343 2.5171 -1.7544
Cl -0.3112 2.3592 0.4337
S 1.4376 -1.1076 -2.9861
P 1.1267 -0.6609 2.3535
P -2.0256 1.0315 -2.5757
N 2.9521 -3.2698 -2.7219
N 2.8668 -0.3811 -0.6464
N 2.6546 1.7411 0.8776
N -0.4933 -2.0697 0.7411
N -1.5637 -1.3373 -1.1366
N 3.0974 -1.6789 -1.0695
C -3.4943 -4.2369 1.1114
C 2.4600 -2.4029 4.2483
C -3.6985 0.8062 -0.3728
C -3.5755 -2.8462 -0.8661
C -0.2163 -0.8754 4.8850
C 3.2795 -0.0379 4.0518
C -2.2509 -3.7330 1.4537
C -2.0538 -0.8192 -2.4122
C 4.9175 2.4321 0.4516
C 3.9336 0.4061 -0.6114
C 3.6977 -1.6714 2.2305
C 2.6854 -1.2273 3.2919
C 3.5829 3.6387 2.0099
C -0.9129 0.9427 -5.1178
C -3.7325 3.0091 -1.5326
C 0.4032 3.4535 -0.7617
C 3.8388 1.5705 0.2366
C -3.2987 0.3302 -5.1161
C 2.5516 -2.0940 -2.2461
C -2.2624 1.2452 -4.4582
C 0.0744 1.4080 3.9378
C -0.1869 -0.0634 3.5911
C 4.7902 3.4773 1.3423
C -3.6831 1.4879 -1.7503
C -4.9346 1.0551 -2.5124
C -2.6085 2.7122 -4.7303
C -1.6816 -2.7680 0.6337
C -2.3361 -2.3206 -0.5193
C 2.5582 2.7477 1.7447
C -4.1465 -3.7985 -0.0380
C -1.5527 -0.1633 2.9030
C 5.1975 0.0568 -1.3283
C 0.4256 -2.2937 1.8221
B -0.3604 -1.1200 -0.3410
H 3.6211 -3.8518 -2.2431
H -3.0615 3.3211 -0.7303
H -3.1774 -0.7116 -4.8182
H -2.5558 2.9066 -5.8038
H 5.8500 2.2641 -0.0671
H 3.4429 4.4303 2.7319
H -0.0809 1.4572 -4.6394
H 2.6609 0.2431 4.9036
H -3.0788 -1.1596 -2.5381
H 5.0029 -0.6274 -2.1507
H -3.9813 -0.2437 -0.4456
H 5.6511 0.9533 -1.7471
H -4.3203 0.6364 -4.9108
H -5.7971 1.1537 -1.8485
H -0.7073 -0.1265 -5.1151
H -4.8868 0.0138 -2.8323
H -0.5855 1.7043 4.7554
H -0.1472 2.0585 3.0903
H 0.9406 4.2445 -0.2498
H -0.2436 -1.9508 4.7112
H -0.0775 -2.7908 2.6519
H -4.4366 1.2992 0.2644
H 4.2631 -0.3094 4.4420
H -5.1113 -4.2139 -0.2948
H -3.6191 2.9587 -4.4070
H -1.1218 -0.6111 5.4354
H -1.8928 -1.1933 2.8099
H 4.6264 -1.9676 2.7230
H -0.3922 3.8399 -1.3929
H 1.8356 -3.1858 3.8175
H -0.9407 1.2592 -6.1627
H 5.6178 4.1489 1.5252
H 3.9283 -0.8511 1.5564
H 1.2514 -2.9343 1.5014
H -4.7426 3.2960 -1.2320
H -2.7314 0.8621 0.1290
H -1.5436 0.2852 1.9066
H 3.3356 -2.5306 1.6635
H -1.9039 3.3912 -4.2397
H 0.6318 -0.6378 5.5255
H -3.4984 3.5712 -2.4370
H 1.6164 2.8399 2.2684
H 3.4294 -2.8518 4.4757
H -3.1578 0.3723 -6.1990
H -3.9577 -4.9863 1.7380
H -1.4674 -1.2218 -3.2420
H -1.7402 -4.1005 2.3353
H -2.2916 0.3680 3.5069
H -5.1200 1.6844 -3.3817
H 3.9432 -2.1099 -0.7237
H 2.0277 -2.0879 5.1930
H 3.4064 0.8337 3.4062
H 5.9330 -0.3971 -0.6569
H 2.5348 -3.6225 -3.5666
H -4.0951 -2.5357 -1.7630
H 1.0996 1.5809 4.2673
*
```

(5)
ORCA calculation (the ωB97M-V functional and the def2-TZVPD basis) on an isolated molecule of C7H7FO in a non-equilibrium geometry.

## Properties
molar mass	126.130	g/mol
max |F|	6.39	eV/A
HOMO energy	-9.3	eV
relative energy (zero: lowest compared OMol25 entry of this formula, charge and spin)	79.8	kJ/mol
E	-445.92792	Ha
SMILES	O=C1C[C@@H]2[C@@H]3C[C@@]1(F)[C@H]23

Structure (ORCA input):
```
! wB97M-V def2-TZVPD RIJCOSX def2/J DEFGRID3
* xyz 0 1
F -2.3903 0.6373 -0.3826
O -1.3363 1.5228 1.9886
C -0.4335 -1.0404 -0.2729
C -0.6490 0.8697 1.3253
C -1.0552 0.3692 -0.2269
C 0.7055 0.2609 1.4482
C 0.9114 -0.8294 0.2932
C 0.6332 -0.6039 -1.2572
C -0.1119 0.6951 -1.4321
H 0.4559 1.6313 -1.2481
H 1.1871 -1.2911 -1.9080
H 1.4985 -1.7733 0.3942
H 1.4587 1.0242 1.3959
H 0.8251 -0.0963 2.5024
H -0.6429 0.6600 -2.4546
H -1.0563 -2.0359 -0.1655
*
```

(6)
ORCA calculation (the ωB97M-V functional and the def2-TZVPD basis) on an isolated molecule of C4H4ClFN2 in a non-equilibrium geometry.

## Properties
molar mass	134.541	g/mol
max |F|	3.49	eV/A
HOMO energy	-9.3	eV
relative energy (zero: lowest compared OMol25 entry of this formula, charge and spin)	26.6	kJ/mol
E	-824.35487	Ha
SMILES	Cc1[nH]nc(F)c1Cl

Structure (ORCA input):
```
! wB97M-V def2-TZVPD RIJCOSX def2/J DEFGRID3
* xyz 0 1
Cl 1.5601 0.2985 2.0845
F 3.1134 -0.3715 -0.9059
N 1.0032 -0.5624 -1.7304
N -0.2452 -0.4471 -1.2564
C 1.0184 -0.0081 0.4677
C -0.2844 -0.0032 0.0216
C 1.8089 -0.2970 -0.6991
C -1.4606 0.3512 0.8020
H -1.5807 -0.1778 1.6577
H -2.4196 0.3240 0.3527
H -1.4761 1.3059 1.2110
H -1.0374 -0.4125 -2.0054
*
```